# C3H24NO11

10 unconnected molecules or ions with the total composition C3H24NO11 in a non-equilibrium geometry (the ωB97M-V functional and the def2-TZVPD basis, the OMol25 dataset).

Last column: natural (NBO) charge in e.
Cartesian coordinates (Å):
O1 0.55019 -1.88571 -3.43693  -0.9885
O2 2.90330 0.11747 2.77472  -0.9706
O3 -3.59811 0.80742 1.29371  -0.9987
O4 -3.35542 0.60850 -1.45142  -0.9878
O5 0.98857 -0.77315 -0.61672  -0.8478
O6 1.33187 -2.08539 1.74388  -1.0209
O7 3.88731 -0.65513 -0.07214  -0.9880
O8 -2.43071 -0.87222 3.53341  -0.9617
O9 -0.70785 -0.03996 -1.79311  -0.7817
O10 2.79001 1.60912 -1.69348  -0.9668
O11 -1.81341 -3.60818 -0.48640  -0.9412
N1 0.46470 2.17340 0.18584  -0.6511
C1 -0.28593 0.92366 0.42744  -0.3316
C2 -0.00967 0.01939 -0.74433  0.7659
C3 -0.10574 3.01521 -0.84585  -0.4374
H1 -1.10097 2.75970 -1.19965  0.2096
H2 1.27676 -1.47834 0.96002  0.5130
H3 0.14542 -1.15244 -2.92030  0.4981
H4 3.02847 -1.01226 -0.33243  0.4913
H5 1.46937 2.10851 0.18067  0.3895
H6 1.99544 1.08407 -1.51205  0.4754
H7 -3.59322 -0.32228 -1.35971  0.4701
H8 0.08247 0.44306 1.33336  0.1999
H9 2.46569 -0.73859 2.67269  0.4997
H10 0.43113 2.87718 -1.81545  0.1850
H11 -2.40253 0.57056 -1.70978  0.5186
H12 -3.54279 1.73642 1.55692  0.4707
H13 -2.82656 -0.56998 2.70445  0.4947
H14 3.76687 -0.37272 0.84702  0.4887
H15 -1.65709 -1.35374 3.22443  0.4622
H16 2.20885 0.76671 2.58538  0.4720
H17 -0.88998 -3.44227 -0.26111  0.4646
H18 0.70194 -2.80051 1.66402  0.4728
H19 -3.57345 0.79113 0.31105  0.5032
H20 0.97959 -2.36040 -2.71808  0.4588
H21 -1.85660 -3.07986 -1.29425  0.4764
H22 3.46661 0.92495 -1.67778  0.4882
H23 0.13482 4.04809 -0.59283  0.1906
H24 -1.31930 1.21858 0.53479  0.2147

Its lowest unoccupied orbital energy is 2.73 eV. The total energy comes out at -27516.8398 eV. Its total charge is -1. The largest force on an atom comes out at 0.0535 Eh/bohr.


# C3H2F3NO2

A molecular structure, C3H2F3NO2 in a non-equilibrium geometry (the ωB97M-V functional and the def2-TZVPD basis, the OMol25 dataset).

Last column: natural (NBO) charge in e.
Cartesian coordinates (Å):
F1 -4.97100 -0.16074 -1.22761  -0.2296
F2 -2.95581 -0.75603 -1.59705  -0.3087
F3 -2.20939 -1.16357 1.33508  -0.4884
O1 -3.26885 1.07965 -0.67794  -0.5866
O2 -0.84607 3.27940 0.56770  -0.1259
N1 -0.98326 2.13074 0.41577  0.0262
C1 -1.50465 1.17812 0.94883  0.1824
C2 -3.81086 0.12564 -1.13846  1.1412
C3 -0.89002 -0.07525 1.63423  -0.0305
H1 0.01202 -0.49069 1.55586  0.1876
H2 -1.16210 -0.28944 2.66811  0.2324

Its lowest unoccupied orbital energy (alpha / beta) is -0.25 / -2.38 eV. Its spin multiplicity is 3. The total energy comes out at -16871.6129 eV. Its expectation value of S² is 2.01. The largest force on an atom comes out at 0.1712 Eh/bohr.


# C2H3FS

A single C2H3FS molecule in a non-equilibrium geometry (the ωB97M-V functional and the def2-TZVPD basis, the OMol25 dataset).

Last column: natural (NBO) charge in e.
Cartesian coordinates (Å):
S1 -3.27865 0.59486 -0.20581  -0.2728
F1 -1.75506 -1.81040 0.42414  -0.3107
C1 -0.17456 -0.16204 -0.06254  -0.7507
C2 -1.62235 -0.56065 0.07855  0.5620
H1 -0.20943 0.81941 -0.41732  0.2663
H2 0.20154 -1.01759 -0.50190  0.2485
H3 0.19176 -0.16109 0.98651  0.2573

Its lowest unoccupied orbital energy (alpha / beta) is -0.85 / -0.85 eV. The total energy comes out at -15672.5025 eV. The structure (SMILES) is CC(F)=S. The largest force on an atom comes out at 0.1229 Eh/bohr.


# H26O17S

14 unconnected molecules or ions with the total composition H26O17S in a non-equilibrium geometry (the ωB97M-V functional and the def2-TZVPD basis, the OMol25 dataset).

Last column: natural (NBO) charge in e.
Cartesian coordinates (Å):
S1 27.62700 24.15900 17.19700  2.7749
O1 25.30100 22.16900 18.75100  -0.9617
O2 28.51200 27.86700 17.12000  -0.9606
O3 29.80900 26.59300 14.84100  -0.9771
O4 26.29400 24.40300 16.66800  -1.1500
O5 28.45800 23.59000 13.66800  -0.9651
O6 26.26500 26.17000 19.71900  -1.0026
O7 31.00400 23.93500 15.69700  -0.9839
O8 27.91600 25.34100 17.95000  -1.0998
O9 27.68500 20.64600 16.93700  -1.0346
O10 28.47700 24.12100 16.02700  -1.0897
O11 29.58900 25.92300 19.72500  -0.9713
O12 24.04400 25.23100 17.79200  -0.9786
O13 27.58400 22.99400 17.99700  -1.0643
O14 28.43900 21.82700 20.04800  -0.9557
O15 25.55200 26.18600 14.92000  -0.9574
O16 26.94500 21.35800 14.43400  -0.9773
O17 24.83300 23.07800 15.06200  -0.9790
H1 24.59700 26.13400 14.65200  0.4537
H2 25.64900 25.68300 15.66400  0.4877
H3 24.15300 22.75400 15.61100  0.4524
H4 27.97400 22.08200 19.25200  0.4834
H5 27.65700 21.87500 20.71100  0.4460
H6 30.17600 23.94600 15.99200  0.4964
H7 29.11600 27.06600 15.35900  0.4926
H8 24.79200 24.82400 17.50900  0.4847
H9 24.12100 25.43800 18.70100  0.4758
H10 28.44300 23.92600 14.57300  0.4913
H11 31.30900 23.57900 14.87800  0.4675
H12 27.57800 21.46900 17.41100  0.4659
H13 27.49500 22.15300 14.20400  0.5012
H14 27.38600 20.92200 15.97000  0.4857
H15 24.69700 22.68000 18.37700  0.4546
H16 29.37700 23.55200 13.71600  0.4449
H17 28.20500 27.03800 17.49200  0.4936
H18 27.48800 28.16900 17.03800  0.4586
H19 26.17300 21.81400 14.55100  0.4838
H20 29.58300 25.69300 14.92800  0.4694
H21 26.91300 25.82300 19.01300  0.4867
H22 26.98800 26.64600 20.12000  0.4541
H23 28.84500 25.77500 19.12000  0.4823
H24 25.41200 23.37100 15.77100  0.4982
H25 26.15700 22.44700 18.62100  0.4793
H26 30.26400 25.62300 19.31700  0.4440

Its lowest unoccupied orbital energy is 5.23 eV. The total energy comes out at -46066.1039 eV. Its total charge is -2. The largest force on an atom comes out at 0.1815 Eh/bohr.


# C2F3NNaO7S2

A molecular structure, C2F3NNaO7S2 in a non-equilibrium geometry (the ωB97M-V functional and the def2-TZVPD basis, the OMol25 dataset).

Last column: natural (NBO) charge in e.
Cartesian coordinates (Å):
S1 -0.07962 0.29583 -1.50402  2.5025
S2 -1.53724 -1.10725 0.57903  2.2246
Na1 0.28896 1.71126 1.55092  0.9674
F1 0.69113 -2.53275 0.70058  -0.3231
F2 -0.95009 -3.53197 -0.28040  -0.3158
F3 -0.91714 -3.36037 1.86072  -0.3299
O1 3.22463 4.35204 -0.93307  -0.4851
O2 -1.03697 -0.15889 1.61025  -1.0725
O3 -2.88821 -1.55000 0.93878  -0.9556
O4 1.71959 3.66595 0.68146  -0.5689
O5 -0.76474 1.41258 -2.17973  -1.0139
O6 0.74800 0.85496 -0.40364  -1.1574
O7 0.81941 -0.52555 -2.35438  -1.0014
N1 -1.25291 -0.67465 -0.88236  -1.2464
C1 2.55373 3.88531 -0.11259  1.0582
C2 -0.61853 -2.73651 0.72844  0.7175

Its lowest unoccupied orbital energy is 1.51 eV. The total energy comes out at -52139.4349 eV. Its total charge is -1. The largest force on an atom comes out at 0.0461 Eh/bohr.


# C21H24N4O4S

A single C21H24N4O4S molecule in a non-equilibrium geometry (the ωB97M-V functional and the def2-TZVPD basis, the OMol25 dataset).

Last column: natural (NBO) charge in e.
Cartesian coordinates (Å):
S1 -3.33281 -1.11562 -1.87433  2.3198
O1 -3.72631 -1.88412 -3.02042  -0.9479
O2 3.64740 -1.57345 1.65577  -0.6517
O3 -3.90067 -1.49288 -0.61088  -0.9407
O4 -0.70492 -1.78396 2.36357  -0.5897
N1 1.00718 -1.83503 0.84291  -0.6200
N2 2.34541 -1.20197 3.47878  -0.4119
N3 2.72474 0.57843 4.96270  -0.4744
N4 -3.65815 0.50953 -2.20476  -0.6850
C1 5.41516 0.55906 2.43794  -0.1405
C2 -4.99468 0.70468 -2.75651  -0.2272
C3 4.63811 1.99097 4.70469  -0.2337
C4 4.25458 0.19340 3.12662  -0.2186
C5 5.77849 2.33349 4.01602  -0.1707
C6 0.37932 -1.48829 -0.35417  0.1269
C7 1.50753 -2.33596 3.13544  -0.3070
C8 -1.36197 -0.41088 -4.14038  -0.6553
C9 0.45454 -1.95510 2.07161  0.6665
C10 -0.75290 -0.78801 -2.83301  0.0194
C11 3.85859 0.91362 4.27001  0.2450
C12 -3.30245 1.35891 -1.08524  -0.2220
C13 1.18913 -1.18053 -1.44682  -0.1994
C14 -2.77079 2.70443 -1.56722  -0.6106
C15 3.43910 -0.91580 2.66739  0.6670
C16 2.04782 -0.42378 4.55784  0.3015
C17 -1.00332 -1.45420 -0.51089  -0.1662
C18 0.62797 -0.83575 -2.66004  -0.2036
C19 -1.54151 -1.10735 -1.73446  -0.3477
C20 -4.96783 0.65175 -4.27783  -0.6135
C21 6.16994 1.61901 2.88248  -0.2232
H1 2.26340 -1.21429 -1.33512  0.2177
H2 5.69542 -0.01032 1.56462  0.2347
H3 -0.59586 -0.26023 -4.89687  0.2123
H4 6.38013 3.16427 4.35374  0.2193
H5 -4.29948 1.41378 -4.67125  0.2012
H6 -5.96752 0.82304 -4.66925  0.2091
H7 -2.04746 -1.19151 -4.46186  0.2519
H8 -4.62335 -0.32589 -4.59906  0.2329
H9 0.98372 -2.67559 4.02988  0.2354
H10 -1.94769 0.49907 -4.02716  0.2382
H11 -2.50077 3.32159 -0.71454  0.2154
H12 1.27291 -0.60042 -3.49384  0.2171
H13 2.02576 -1.91293 0.79665  0.4413
H14 -5.36941 1.67482 -2.42149  0.2018
H15 -4.15792 1.50212 -0.41259  0.1896
H16 -1.89065 2.55671 -2.18747  0.2100
H17 1.15534 -0.69608 5.10552  0.1989
H18 -3.52293 3.22722 -2.15241  0.2032
H19 -5.66425 -0.07339 -2.37100  0.2038
H20 2.14988 -3.13270 2.74978  0.2412
H21 -1.66898 -1.69464 0.30214  0.2735
H22 -2.52563 0.83768 -0.52246  0.2157
H23 4.32050 2.53095 5.58212  0.2302
H24 7.06812 1.90216 2.35510  0.2198

Its lowest unoccupied orbital energy is 0.07 eV. The total energy comes out at -47153.4259 eV. The structure (SMILES) is CCN(CC)S(=O)(=O)c1cc(NC(=O)Cn2cnc3ccccc3c2=O)ccc1C. The largest force on an atom comes out at 0.0242 Eh/bohr.